[1]
# C47H41IrN3O3P2S2SbSe2

C47H41IrN3O3P2S2SbSe2 as an isolated structure in a non-equilibrium geometry (the ωB97M-V functional and the def2-TZVPD basis, the OMol25 dataset).

Computed properties:
DFT total energy, a.u.: -8832.08746
Relative energy (zero: lowest compared OMol25 entry of this formula, charge and spin), kJ/mol: 303.1
Total charge: 0
HOMO-LUMO gap (alpha / beta), eV: 6.20 / 6.17

The geometry in XYZ format:
```
102
Properties=species:S:1:pos:R:3:forces:R:3:lowdin_charge:R:1
Ir -0.219815 -0.516555 -0.091084 0.4086 2.1534 1.6735 0.7291
Se -1.431835 6.037814 1.260536 0.1037 0.0238 0.0665 0.3802
P -1.420559 4.645777 2.844179 0.0234 0.6494 -0.1883 0.5620
C -0.031014 4.883460 3.990888 -0.2814 0.0225 -0.0346 -0.3584
C -0.055029 4.271548 5.240161 0.0804 0.1864 -0.0085 -0.0886
C 1.068036 4.328720 6.042587 -0.0871 -0.0386 0.1450 -0.0760
C 2.203104 4.991399 5.604538 0.1037 0.0282 0.0140 -0.0831
C 2.220448 5.613087 4.367912 0.0759 -0.0443 0.0753 -0.0772
C 1.099763 5.559484 3.557155 -0.0763 0.0379 -0.0708 -0.1097
C -2.928976 4.740414 3.848239 0.3077 -0.1280 -0.1656 -0.3597
C -3.759283 3.653779 4.082630 0.1817 0.0262 -0.0392 -0.0935
C -4.897726 3.825484 4.850373 -0.2238 -0.0201 0.0965 -0.0777
C -5.195641 5.068466 5.385464 -0.0422 -0.0368 0.0069 -0.0794
C -4.365521 6.154509 5.148969 -0.0153 -0.0019 0.0055 -0.0702
C -3.233501 5.991466 4.374541 0.0339 0.0008 -0.0018 -0.0950
C -1.133917 2.944205 2.358187 -0.3217 -0.1370 -0.3244 -0.3964
C -1.469543 2.078910 1.317022 0.0082 -0.0259 -0.0950 -0.4211
N -0.664971 0.995679 1.482755 -0.0931 -0.5681 -1.7347 -0.2048
N 0.090674 1.187930 2.534738 0.6871 -1.2218 0.2067 -0.0399
N -0.168165 2.329513 3.069956 -0.0555 -0.0295 0.3222 0.0282
P -2.385004 2.052261 -0.218349 -0.5780 0.2411 0.4667 0.6477
Se -0.985816 1.619989 -1.783563 0.9029 -1.2117 0.5871 0.4866
C -3.675467 0.787046 -0.128392 0.3473 0.3116 0.1183 -0.3602
C -4.560252 0.771496 -1.200145 -0.0206 -0.0155 -0.0540 -0.0881
C -5.522921 -0.214689 -1.274742 0.0177 0.0361 -0.0794 -0.0643
C -5.587540 -1.186113 -0.285094 -0.0102 -0.0227 0.0871 -0.0634
C -4.714006 -1.155776 0.789706 -0.0675 0.0109 0.0068 -0.0774
C -3.751410 -0.162501 0.878953 -0.0551 0.1375 -0.0919 -0.1279
C -3.270140 3.612119 -0.438132 0.2449 -0.3605 -0.1170 -0.3947
C -4.252671 3.945316 0.486709 0.0598 -0.0946 -0.0425 -0.1055
C -4.939464 5.135690 0.345463 -0.0287 -0.0229 0.0391 -0.0756
C -4.653131 5.976318 -0.721368 -0.0069 -0.0575 0.0307 -0.0778
C -3.685152 5.628278 -1.648628 0.0255 0.0529 -0.1055 -0.0852
C -2.986728 4.443123 -1.510782 0.0998 -0.2527 0.1114 -0.1281
H -0.935465 3.742339 5.575783 -0.0603 -0.0524 0.0002 0.1087
H 1.064808 3.849678 7.010979 -0.0168 -0.0339 0.0625 0.1041
H 3.078695 5.024752 6.234803 0.1004 0.0104 0.0757 0.1015
H 3.109670 6.129832 4.037093 0.0334 0.0604 -0.0487 0.1038
H 1.096699 6.043341 2.589224 -0.0523 -0.0156 -0.0515 0.0589
H -3.512974 2.680999 3.677457 0.0206 -0.0635 -0.0269 0.1004
H -5.559388 2.990446 5.032174 -0.0082 -0.0651 0.0239 0.1056
H -6.078179 5.193493 5.993276 -0.1222 0.0011 0.0524 0.1031
H -4.608444 7.121925 5.564289 0.0140 0.0556 0.0226 0.1066
H -2.576963 6.824441 4.161215 -0.0092 0.0870 0.0063 0.1000
H -4.470101 1.531998 -1.966394 -0.1051 -0.0457 -0.0931 0.1109
H -6.210542 -0.237090 -2.107368 -0.0394 -0.0112 -0.0462 0.1075
H -6.324224 -1.972488 -0.360248 -0.0509 -0.0565 0.0341 0.1071
H -4.764243 -1.911838 1.557043 -0.0172 -0.1109 0.0572 0.1070
H -3.055452 -0.142906 1.703711 0.0084 0.0017 0.0518 0.0699
H -4.458237 3.271269 1.308818 -0.1270 0.0439 0.0611 0.1057
H -5.688916 5.410551 1.072184 -0.0654 0.0376 0.0599 0.1112
H -5.185597 6.909581 -0.826808 -0.0486 0.0753 -0.0052 0.1085
H -3.461557 6.279902 -2.479047 -0.0122 0.1028 -0.0648 0.1092
H -2.210536 4.151034 -2.207653 -0.0119 0.1383 -0.0749 0.0716
C 3.138673 1.040412 2.971485 -0.0064 -0.0381 -0.0366 -0.0742
C 4.367077 1.088480 2.124056 -0.0198 -0.0714 0.1254 -0.3012
C 5.583393 1.476757 2.679930 0.0304 0.0586 -0.0310 -0.0438
C 6.731304 1.552974 1.915164 0.0164 0.0270 0.0671 -0.0763
C 6.682977 1.248986 0.566057 0.0299 0.0060 -0.0918 -0.0766
C 5.480165 0.871112 -0.002856 -0.0231 -0.0607 -0.3703 -0.1282
C 4.334700 0.780174 0.771321 -0.6315 -0.3221 0.3745 -0.2826
Sb 2.507324 0.255371 -0.286008 -0.5658 0.6833 -0.9517 1.6087
C 2.729632 2.062501 -1.484626 -0.2475 -0.5026 0.1149 -0.3165
C 3.426365 1.971266 -2.681899 0.0771 -0.1868 -0.0631 -0.1370
C 3.611370 3.086147 -3.479665 0.0994 -0.0802 -0.2023 -0.0832
C 3.087863 4.307881 -3.094103 0.0114 0.0173 -0.0011 -0.0769
C 2.409463 4.402898 -1.896064 -0.0262 0.0009 0.0674 -0.0418
C 2.230155 3.293938 -1.071755 -0.0014 0.0261 0.0567 -0.3212
C 1.546371 3.491220 0.243405 0.0203 -0.0324 -0.1088 -0.0770
C 3.329337 -1.253791 -1.561157 -0.2488 0.2015 0.3574 -0.3382
C 4.373533 -2.011975 -1.049792 0.0662 0.0612 0.1860 -0.1259
C 4.855525 -3.108228 -1.740879 0.0217 -0.0716 -0.0111 -0.0768
C 4.287951 -3.445693 -2.957461 0.0026 -0.0217 0.0511 -0.0700
C 3.243420 -2.694371 -3.463362 -0.0189 0.0272 -0.0592 -0.0368
C 2.724596 -1.607118 -2.765422 0.0366 0.0689 -0.2049 -0.3108
C 1.513736 -0.901631 -3.294296 -0.1283 -0.0530 0.0341 -0.0693
H 3.391877 0.903577 4.018398 -0.0227 -0.0373 0.1317 0.0842
H 2.471557 0.233791 2.665043 -0.0289 0.0450 0.1041 0.0444
H 2.582331 1.973621 2.885139 -0.1020 0.0356 0.0389 0.0647
H 5.619725 1.726857 3.729599 0.0007 0.0065 0.1426 0.1111
H 7.663426 1.852131 2.370673 0.0871 0.0203 0.0447 0.1041
H 7.574975 1.303396 -0.041648 0.0214 0.0056 -0.0493 0.1057
H 5.440016 0.641325 -1.059591 0.0386 -0.0095 -0.0458 0.0974
H 3.829617 1.013706 -2.993793 0.0011 0.0226 -0.0912 0.0941
H 4.152502 2.995200 -4.409325 0.0640 -0.0179 -0.0967 0.1023
H 3.211617 5.179777 -3.722137 0.0116 0.0229 -0.0115 0.1040
H 2.003777 5.352610 -1.575515 -0.0425 0.1029 0.0278 0.1173
H 0.648256 4.097558 0.122532 -0.0690 -0.0422 0.1079 0.0410
H 2.210779 4.019984 0.926108 0.0353 0.0092 0.1737 0.0947
H 1.281233 2.534798 0.691301 -0.1221 0.0285 0.1613 0.0092
H 4.807133 -1.747506 -0.093782 0.0668 -0.0547 0.0139 0.0945
H 5.653731 -3.703950 -1.325586 0.0960 -0.0311 0.0445 0.1037
H 4.639847 -4.310303 -3.500951 0.0645 -0.0327 -0.0648 0.1048
H 2.807674 -2.969549 -4.415038 -0.0877 0.0105 -0.0217 0.1143
H 1.414961 -1.044702 -4.368697 0.0291 0.0714 -0.0585 0.0912
H 1.520566 0.168564 -3.078298 0.0283 -0.0235 -0.0928 0.0315
H 0.622377 -1.326279 -2.828333 -0.0523 0.0412 -0.0684 0.0464
O -1.233275 -2.024237 -1.485688 0.1769 1.0869 -0.2804 -0.4678
S -0.518516 -2.942154 -0.571982 -1.4198 -2.8011 1.3528 0.0230
O -0.705858 -4.334110 -0.816782 0.2079 -0.0681 -0.4193 -0.3218
O 0.886580 -2.491100 -0.458055 0.3033 0.9431 -0.4522 -0.4901
S -1.269550 -2.382495 1.258357 1.0415 1.1405 -0.8964 0.3951
```
Forces are in eV/Å.

***

[2]
# C23H41N2OP3Sn

C23H41N2OP3Sn as an isolated structure in a non-equilibrium geometry (the ωB97M-V functional and the def2-TZVPD basis, the OMol25 dataset).

Computed properties:
DFT total energy, a.u.: -2322.49834
Relative energy (zero: lowest compared OMol25 entry of this formula, charge and spin), kJ/mol: 13.9
Total charge: +4
HOMO-LUMO gap, eV: 4.96

The geometry in XYZ format:
```
71
Properties=species:S:1:pos:R:3:forces:R:3:lowdin_charge:R:1
Sn 0.142223 0.423750 0.089088 0.4688 -0.6552 -0.7457 1.1178
P 1.363798 2.677260 0.321517 0.9236 1.4881 0.4146 0.7254
P -1.601720 0.575815 2.044467 -1.3212 -0.4588 1.3700 0.7890
P 1.629611 -0.861167 -1.679177 0.9087 -1.6069 -1.0203 0.7795
H -3.951562 -2.677810 -0.273062 0.1761 -0.3700 -0.1226 0.0576
C -3.118012 -3.309608 -0.599209 0.5663 0.0765 0.2351 -0.0644
C -2.310937 -3.935209 0.274729 -0.1418 0.3397 -0.3688 -0.0729
H -2.462808 -3.869397 1.356941 -0.0348 -0.0954 -0.3491 0.0558
C 0.551967 4.115256 -0.433536 -0.6208 -0.2139 -0.2881 -0.1998
C 1.560194 3.068080 2.084752 -0.1673 -0.3512 0.1931 -0.2161
C 3.022864 2.691281 -0.407154 0.1370 -0.5934 -0.2253 -0.2104
C -2.806264 -0.782046 2.100082 -0.0601 -0.3865 -0.3686 -0.1917
C -0.822635 0.669658 3.681293 0.9480 -0.0617 -0.1698 -0.1780
C -2.602125 2.090958 1.887308 0.3141 0.4011 -0.9243 -0.1929
C 1.114597 -2.601058 -1.813604 -0.4912 -0.0236 0.4143 -0.1977
C 3.391001 -0.879434 -1.210812 -0.1970 0.5008 0.8814 -0.1822
C 1.654902 -0.238622 -3.390509 -0.6791 0.9544 0.2014 -0.1829
H -2.977510 -3.410729 -1.682331 -0.1440 -0.0691 0.4504 0.0626
H -1.496013 -4.585345 -0.060717 -0.3564 0.1652 0.1131 0.0623
H 1.188651 4.996854 -0.259396 -0.0721 -0.2818 0.0951 0.1013
H -0.435760 4.302169 0.013215 0.2679 0.0423 -0.0931 0.0646
H 0.433902 3.981872 -1.519374 0.1002 0.0216 0.3056 0.0639
H 2.160575 3.983445 2.189344 -0.1234 -0.1749 -0.1045 0.0990
H 2.073603 2.246738 2.604785 -0.0149 0.2442 -0.1082 0.0732
H 0.582774 3.229716 2.561668 0.2558 0.0802 -0.1503 0.0569
H 3.406078 3.722881 -0.392770 -0.1733 -0.2157 0.0726 0.0997
H 2.987786 2.346191 -1.451479 0.0398 0.2141 0.2443 0.0595
H 3.705906 2.046109 0.160551 -0.1164 0.2220 -0.0707 0.0717
H -3.821590 -0.359251 2.096206 0.2843 0.0209 0.0136 0.0948
H -2.669665 -1.373102 3.016132 0.0646 0.2359 -0.1205 0.0857
H -2.717521 -1.464739 1.243033 -0.0103 0.1467 0.1272 0.0166
H -1.507811 1.165861 4.382478 -0.0469 -0.1016 -0.2707 0.1041
H 0.111229 1.244936 3.634737 -0.2597 -0.0924 0.1858 0.0432
H -0.583028 -0.333715 4.057227 -0.1160 0.2150 -0.1047 0.0510
H -3.073220 2.304649 2.859420 0.1759 -0.2489 -0.1354 0.1047
H -3.395209 1.956559 1.135617 0.2094 -0.0019 0.2018 0.0864
H -1.992049 2.964358 1.612525 -0.1799 -0.0904 0.1731 0.0519
H 1.189733 -2.907768 -2.866912 0.0289 0.1800 0.2323 0.0920
H 0.074967 -2.718223 -1.475458 0.2212 -0.1274 -0.1340 0.0436
H 1.752921 -3.241144 -1.189261 -0.2261 0.2668 -0.2106 0.0556
H 3.966897 -1.252285 -2.069700 -0.2715 0.0465 0.0648 0.1048
H 3.552487 -1.532347 -0.344195 -0.0192 0.2515 -0.2741 0.0425
H 3.735807 0.130988 -0.954647 0.0648 -0.3491 -0.2028 0.0369
H 2.331732 -0.878544 -3.981219 -0.1201 0.0419 0.4109 0.1041
H 2.021808 0.798379 -3.408175 -0.0528 -0.2899 -0.1460 0.0707
H 0.647835 -0.260425 -3.828025 0.2857 -0.0025 0.0620 0.0481
C -1.718501 1.570899 -2.592850 0.0175 0.5850 -1.8675 -0.2959
C -1.787147 2.923400 -2.927720 0.4113 -0.5724 -0.1110 -0.0153
C -1.886759 3.242393 -4.285854 -0.4092 -0.0423 0.1487 -0.0116
C -2.008423 2.217445 -5.231479 0.2588 0.0366 -0.1759 -0.0149
C -1.949713 0.874077 -4.853630 -0.2398 0.0905 0.2790 -0.0233
C -1.833830 0.531380 -3.500051 0.2547 0.1671 -0.0455 -0.0346
O -1.419051 1.209183 -1.265947 0.2641 0.3422 3.3752 -0.2146
H -1.574347 1.958703 -0.632276 -0.7399 -0.2802 -1.3371 0.0685
H -1.733944 3.687369 -2.148837 -0.0474 -0.0772 -0.3142 0.1124
H -1.893508 4.292758 -4.593015 -0.1250 -0.4359 0.0805 0.1395
H -2.135211 2.467844 -6.287856 0.1192 -0.0508 0.3752 0.1395
H -2.004449 0.083636 -5.600508 -0.1320 0.2239 0.1335 0.1351
H -1.822346 -0.510169 -3.161904 -0.0241 0.3204 -0.1589 0.1273
N -0.641276 -3.014456 5.916386 1.4824 0.0547 -2.3046 0.2249
C 0.029738 -3.071046 4.957052 -1.4614 -0.0328 1.9323 -0.1505
C 0.853555 -3.140137 3.776070 -0.0776 -0.0350 -0.4043 -0.1751
C 2.082064 -3.819429 3.781124 -0.0691 0.0804 0.0778 0.0554
C 2.845348 -3.823213 2.621485 -0.2863 0.2380 -0.6357 0.0240
C 2.361130 -3.131092 1.500766 0.4625 -0.2382 0.6812 -0.1289
N 1.210201 -2.463907 1.508654 -0.6060 0.6155 -0.6403 0.0287
C 0.434674 -2.514999 2.589915 0.2587 0.0117 0.6809 -0.1257
H 2.407345 -4.334542 4.684648 -0.0058 0.1300 -0.2140 0.1555
H 3.798170 -4.336936 2.542038 -0.1662 -0.0307 0.1772 0.1384
H 2.928563 -3.122343 0.569055 -0.0442 -0.0983 0.3874 0.0868
H -0.552691 -2.038615 2.518337 0.4803 -0.2954 0.1257 0.0671
```
Forces are in eV/Å.

***

[3]
# C23H26N3OTi

C23H26N3OTi as an isolated structure in a non-equilibrium geometry (the ωB97M-V functional and the def2-TZVPD basis, the OMol25 dataset).

Computed properties:
DFT total energy, a.u.: -1980.82029
Relative energy (zero: lowest compared OMol25 entry of this formula, charge and spin), kJ/mol: 16.6
Total charge: +1
HOMO-LUMO gap (alpha / beta), eV: 6.84 / 6.97

The geometry in XYZ format:
```
54
Properties=species:S:1:pos:R:3:forces:R:3:nbo_charge:R:1
Ti -0.125454 -0.623876 -0.111508 -0.2738 0.3358 1.0328 1.0441
C 0.826835 -0.675947 2.039169 0.1390 -0.1859 -0.2445 -0.2711
C 1.421495 -1.748811 1.309524 -0.1360 0.1897 0.0375 -0.2901
C 0.620214 -2.822949 0.894293 0.0999 -0.0310 0.0331 -0.1806
C -0.755566 -2.780159 1.065472 -0.1309 0.1917 -0.0168 -0.2830
C -1.347902 -1.683539 1.759703 0.0655 -0.1645 -0.1974 -0.2220
C -0.543884 -0.685248 2.306143 0.0383 -0.0571 0.0301 -0.2104
H 1.439971 0.130281 2.413594 0.0315 0.0418 -0.0488 0.2654
H 2.488309 -1.770784 1.149578 0.0125 0.0338 -0.0159 0.2641
H 1.074893 -3.664297 0.385425 -0.0255 0.0299 0.0119 0.2581
H -1.370135 -3.599663 0.718092 0.0010 0.0576 -0.0111 0.2573
H -2.413211 -1.680851 1.947819 0.0657 0.0304 -0.0673 0.2465
H -0.987228 0.122408 2.876160 0.0094 -0.0244 -0.0463 0.2622
C 2.794331 1.258612 -1.553930 -0.0952 -0.0514 -0.0286 -0.4052
N 2.596980 1.101047 -0.107049 -0.1667 0.0571 0.0753 -0.4506
C 3.883937 0.862502 0.524228 0.0867 -0.1303 0.0432 -0.4146
C 1.855421 2.200250 0.439790 0.2397 0.0075 -0.1563 0.1194
C 2.440389 3.181970 1.229527 -0.0918 0.0451 0.0669 -0.2381
C 1.689994 4.257997 1.691936 0.0503 -0.0688 -0.0507 -0.1959
C 0.357165 4.384164 1.335340 0.0366 -0.0272 -0.0259 -0.2222
C -0.236291 3.410706 0.542889 0.0401 0.0708 0.2193 -0.1712
C 0.494956 2.310216 0.125539 -0.1122 -0.4197 -0.4297 0.0866
N -0.130010 1.248540 -0.596212 -0.4694 0.1958 -0.3489 -0.7179
C -0.840282 1.536918 -1.793941 0.3351 -0.1139 0.6774 0.1101
C -0.609970 2.651870 -2.589032 -0.1016 0.0261 -0.1917 -0.2438
C -1.306154 2.800659 -3.782112 0.0554 0.0253 0.0590 -0.1735
C -2.225507 1.848758 -4.193859 -0.0254 -0.1202 0.0420 -0.2188
C -2.472662 0.738129 -3.393658 0.2086 0.2147 -0.0886 -0.2326
C -1.780907 0.591670 -2.205421 -0.3419 -0.2723 0.0790 0.1514
N -2.094630 -0.489615 -1.253479 -0.0839 0.2569 -0.0396 -0.4851
C -3.202930 0.011888 -0.392551 0.1845 0.0902 0.0434 -0.4028
C -2.575164 -1.715005 -1.923280 0.2237 -0.0230 0.0762 -0.4063
H 3.470328 2.093998 -1.772370 -0.0054 0.0167 -0.0042 0.1930
H 1.840648 1.440905 -2.043846 0.0512 0.0007 -0.0361 0.2131
H 3.227423 0.346062 -1.966761 0.0104 0.0188 0.0378 0.2025
H 4.608056 1.669326 0.353275 -0.0208 0.0162 -0.0299 0.1905
H 4.314199 -0.046115 0.100441 -0.0188 -0.0143 0.0389 0.2078
H 3.774953 0.734311 1.600954 -0.0407 -0.0252 0.0342 0.2023
H 3.491229 3.119555 1.475121 -0.0284 0.0433 0.0446 0.2242
H 2.167428 5.002209 2.312543 -0.0226 0.0635 0.0281 0.2265
H -0.223522 5.229749 1.674640 -0.0107 0.0374 0.0138 0.2266
H -1.280170 3.491088 0.265021 -0.0080 -0.0260 -0.0090 0.2172
H 0.110690 3.393635 -2.273508 0.0174 0.0275 -0.0024 0.2354
H -1.120888 3.669930 -4.397465 0.0092 0.0226 -0.0201 0.2289
H -2.756204 1.966128 -5.127231 -0.0106 0.0188 -0.0261 0.2295
H -3.198093 0.000154 -3.701633 -0.0516 0.0155 -0.0508 0.2232
H -4.031928 0.355306 -1.016461 0.0018 -0.0381 0.0287 0.2135
H -2.839981 0.846531 0.209823 -0.0518 -0.0570 -0.0206 0.2203
H -3.549330 -0.792251 0.255054 -0.0027 0.0492 -0.0045 0.2009
H -3.574570 -1.573088 -2.339348 0.0124 -0.0504 -0.0207 0.2050
H -2.618570 -2.511913 -1.180617 -0.0462 -0.0046 -0.0898 0.2067
H -1.884557 -1.996796 -2.717350 -0.0506 -0.0202 0.0368 0.2207
O 1.308472 -1.728021 -2.731675 -0.3137 0.0339 0.5180 -0.4079
C 0.774925 -1.417856 -1.777121 0.7113 -0.3390 -0.9860 0.4908
```
Forces are in eV/Å.

***

Q: Which formula does entry 3 have?
A: C23H26N3OTi